Density functional theory data (ωB97M-V with the def2-TZVPD basis set) for a cluster of 2 separate species, C4H11NO2 in total at a distorted geometry.

ORCA input file:
```
! RIJCOSX wB97M-V def2-TZVPD def2/J DEFGRID3
* xyz 0 1
O -0.306 1.784 -1.774
O 5.506 0.655 3.763
N -1.970 0.243 -1.725
C -1.113 -0.792 -1.120
C -1.426 1.434 -2.074
C -1.133 -0.735 0.417
C -1.064 -2.126 1.035
H -1.127 -2.034 2.125
H -2.094 2.054 -2.697
H 5.960 1.186 4.430
H -2.069 -0.246 0.686
H -2.924 0.031 -1.955
H -0.077 -2.582 0.917
H -1.781 -2.852 0.657
H 6.115 -0.057 3.545
H -0.150 -0.582 -1.570
H -1.441 -1.757 -1.497
H -0.279 -0.152 0.748
*
```

Results
Orbital gap ... 10.70 eV
LUMO level ... 0.99 eV
Energy ... -9911.50239 eV
Highest occupied orbital energy ... -9.7 eV
SMILES string ... CCCNC=O.O



Density functional theory data (ωB97M-V with the def2-TZVPD basis set) for a cluster of 3 separate species, C4H11NO2 in total at a distorted geometry.

ORCA input file:
```
! RIJCOSX wB97M-V def2-TZVPD def2/J DEFGRID3
* xyz 0 1
O -0.947 2.455 1.150
O -3.338 -2.998 -1.111
N 1.149 0.283 1.773
C 1.721 0.686 -1.810
C 0.752 0.076 0.463
C 0.125 -1.039 0.030
C 1.682 0.838 -0.458
H -0.677 -1.420 0.643
H 0.172 -1.305 -1.014
H 1.761 1.041 2.004
H -0.939 1.555 0.795
H 0.754 -0.267 2.514
H -2.724 -3.711 -1.331
H -0.050 2.722 0.915
H 2.340 1.444 0.169
H 1.333 1.377 -2.550
H 1.824 -0.309 -2.247
H -3.418 -2.580 -1.977
*
```

Results
Orbital gap ... 7.48 eV
LUMO level ... -0.52 eV
Energy ... -9907.36780 eV
Highest occupied orbital energy ... -8.0 eV
SMILES string ... C=CC(=C)N.O.O



Density functional theory data (ωB97M-V with the def2-TZVPD basis set) for a cluster of 2 separate species, C4H11NO2 in total at a distorted geometry.

ORCA input file:
```
! RIJCOSX wB97M-V def2-TZVPD def2/J DEFGRID3
* xyz 0 1
O -0.402 1.488 -2.038
O 1.784 -1.825 -2.012
N -0.511 1.259 0.171
C -0.542 0.585 1.530
C -1.457 -0.493 -1.240
C -0.727 0.793 -1.087
C 0.893 0.268 1.977
H 1.520 -0.898 -2.036
H -2.097 -0.883 -0.457
H 1.533 1.049 2.381
H -0.073 2.152 0.329
H -1.134 -0.316 1.524
H 0.795 -0.546 2.711
H -1.919 -0.612 -2.218
H -1.048 1.292 2.186
H 2.621 -1.804 -1.549
H 1.464 -0.221 1.181
H -0.699 -1.290 -1.352
*
```

Results
Orbital gap ... 10.30 eV
LUMO level ... 0.72 eV
Energy ... -9911.47372 eV
Highest occupied orbital energy ... -9.6 eV
SMILES string ... CCNC(C)=O.O



Density functional theory data (ωB97M-V with the def2-TZVPD basis set) for a cluster of 3 separate species, C4H11NO2 in total at a distorted geometry.

ORCA input file:
```
! RIJCOSX wB97M-V def2-TZVPD def2/J DEFGRID3
* xyz 0 1
O -0.862 2.187 0.250
O 1.439 -1.365 1.762
N -0.733 -0.277 -0.548
C 0.537 -0.555 -0.291
C -0.860 0.326 -1.917
C 1.361 0.567 0.292
C 0.876 -0.356 1.368
H -0.978 3.140 0.237
H 0.793 1.545 0.227
H -0.559 -0.363 -2.696
H -0.194 1.187 -1.910
H 0.029 0.016 1.962
H -1.872 0.673 -2.092
H -0.943 0.528 0.084
H 1.041 -1.385 -0.767
H -0.899 -3.554 1.768
H -0.612 -2.905 1.998
H 2.436 0.591 0.274
*
```

Results
Orbital gap ... 5.66 eV
LUMO level ... -2.65 eV
Energy ... -9904.59363 eV
Highest occupied orbital energy ... -8.3 eV



Density functional theory data (ωB97M-V with the def2-TZVPD basis set) for a cluster of 3 separate species, C4H11NO2 in total at a distorted geometry.

ORCA input file:
```
! RIJCOSX wB97M-V def2-TZVPD def2/J DEFGRID3
* xyz 0 1
O 2.638 0.030 -1.106
O -0.560 1.380 2.005
N 1.129 0.289 0.436
C 0.693 -0.244 -0.707
C 0.296 -1.684 -0.772
C -1.823 1.001 0.054
C -0.780 0.481 0.995
H -1.499 1.939 -0.403
H 0.385 0.381 -1.544
H 0.600 -2.219 0.128
H 3.133 -0.651 -0.627
H -2.060 0.277 -0.726
H 0.795 -2.146 -1.628
H -0.937 -0.536 1.351
H 1.384 1.263 0.283
H -2.748 1.207 0.606
H -0.783 -1.799 -0.920
H 0.138 1.028 2.576
*
```

Results
Orbital gap (spin up / spin down) ... 8.43 / 8.43 eV
LUMO level (spin up / spin down) ... 0.68 / 0.68 eV
Energy ... -9907.06064 eV
Highest occupied orbital energy (spin up / spin down) ... -7.8 / -7.8 eV



Density functional theory data (ωB97M-V with the def2-TZVPD basis set) for a cluster of 2 separate species, C4H11NO2 in total at a distorted geometry.

ORCA input file:
```
! RIJCOSX wB97M-V def2-TZVPD def2/J DEFGRID3
* xyz 0 1
O 1.262 1.255 1.293
O -0.690 2.115 0.520
N -2.256 -1.345 0.359
C 1.512 2.284 -0.509
C 0.095 -1.180 -0.355
C -1.042 -2.078 0.009
C 0.499 1.937 0.535
H 0.158 -0.092 0.001
H -0.845 -2.655 0.920
H 1.113 0.502 1.760
H 2.531 2.063 -0.112
H -1.115 -2.850 -0.817
H -2.392 -0.303 0.025
H 0.983 -1.476 0.193
H 0.473 -1.206 -1.402
H -2.996 -1.949 -0.030
H 1.626 3.265 -0.968
H 1.084 1.712 -1.421
*
```

Results
Orbital gap ... 9.66 eV
LUMO level ... 0.69 eV
Energy ... -9909.29229 eV
Highest occupied orbital energy ... -9.0 eV
SMILES string ... CC(=O)O.CCN